No. 1
A 9-piece molecular cluster, H18O9 overall. Source: the Open Molecules 2025 dataset; level of theory: the ωB97M-V functional and the def2-TZVPD basis.

Properties
Total charge: 0
Energy in eV: -18720.0025
Kohn-Sham gap in eV: 10.4

Atoms and positions in Å:
O -0.060 30.753 37.578
O -2.311 29.484 34.192
O -2.216 35.740 35.200
H -1.790 36.599 35.122
H -1.693 30.055 34.658
H -0.430 30.228 38.295
O 2.409 33.024 35.755
H 2.251 33.271 34.840
H 1.994 33.723 36.278
O 0.689 29.483 35.271
H -1.037 34.719 32.252
O 0.089 31.053 31.772
H -2.520 29.964 33.385
H -0.281 33.238 34.610
H -1.686 35.163 34.631
H -0.003 35.691 36.099
H 0.680 30.330 32.001
O -0.512 35.070 32.981
H 0.396 34.850 32.749
H -0.171 31.430 32.627
H 1.158 28.697 35.564
H 0.510 29.987 36.092
H 0.828 35.568 37.377
H 0.073 31.773 34.825
O -0.442 32.358 34.255
H 0.471 31.436 38.002
O 0.456 35.052 36.653

---

No. 2
An isolated ion of composition C4H7N2OS and charge +1. Source: the Open Molecules 2025 dataset; level of theory: the ωB97M-V functional and the def2-TZVPD basis.

Properties
Total charge: +1
Energy in eV: -20115.6677
Kohn-Sham gap in eV: 9.9

Atoms and positions in Å:
C 0.739 1.365 -0.832
N -1.255 -0.077 0.640
H 1.699 1.848 -0.690
H 1.558 -0.666 -0.668
S -2.057 1.228 -0.137
N 0.783 -0.095 -0.430
C 0.244 -1.985 0.947
H -0.636 -2.445 1.313
C -0.064 -0.614 0.405
H 0.640 -2.450 -0.025
O 0.024 1.653 -1.945
H -1.696 -0.832 1.112
C -0.592 2.114 -0.768
H 1.147 -2.209 1.624
H -0.531 3.167 -0.546

---

No. 3
A 2-piece molecular cluster, C4H9NO overall. Source: the Open Molecules 2025 dataset; level of theory: the ωB97M-V functional and the def2-TZVPD basis.

Properties
Total charge: 0
Energy in eV: -7823.2350
Kohn-Sham gap in eV: 3.3

Atoms and positions in Å:
H -2.509 0.181 2.139
H 2.158 1.680 -0.283
C -2.078 -0.235 1.198
H -0.017 0.312 1.551
H -0.257 0.119 -0.201
N 1.719 0.865 -0.654
C -0.779 0.333 0.743
H 2.509 1.020 -1.973
H -2.064 -1.687 -0.336
H 2.485 -0.748 -1.981
H 3.603 -0.152 -0.767
C -2.675 -1.351 0.557
H -1.047 1.388 0.735
O -3.804 -1.862 0.686
C 2.756 0.139 -1.414

---

No. 4
A 2-piece molecular cluster, C6H9NO4S overall. Source: the Open Molecules 2025 dataset; level of theory: the ωB97M-V functional and the def2-TZVPD basis.

Properties
Total charge: 0
Energy in eV: -26879.8859
Kohn-Sham gap in eV: 9.2

Atoms and positions in Å:
C 1.478 1.072 0.515
C -1.427 -0.110 -0.822
C 0.147 -0.690 2.125
C 1.059 1.495 1.757
O 0.223 -2.172 0.318
C 0.494 -1.107 0.790
H 1.960 1.585 -0.310
O 0.240 -1.760 -2.160
H -1.693 0.950 -0.797
H -0.222 0.956 3.490
H -0.365 -1.504 2.579
H 1.578 -0.447 -0.812
N 1.371 -0.310 0.175
O -1.348 -0.637 -3.578
H 0.903 2.546 1.976
O 0.596 0.517 -2.487
H 0.233 -2.213 -1.250
S -0.551 -0.305 -2.242
H -0.801 -1.186 -4.169
C 0.335 0.590 2.555
H -2.206 -0.722 -0.940

---

No. 5
One molecule with the formula C18H27NO4S. Source: the Open Molecules 2025 dataset; level of theory: the ωB97M-V functional and the def2-TZVPD basis.

Properties
Total charge: 0
Energy in eV: -39620.4762
Kohn-Sham gap in eV: 9.8

Atoms and positions in Å:
H -3.982 -1.557 1.891
C -1.876 0.124 1.351
H -1.947 -1.976 -1.237
H 0.633 -1.204 0.084
C 1.251 0.596 -0.923
H 3.644 -2.455 -1.736
H -2.065 -2.455 0.455
H 5.389 -0.511 -0.192
H -0.430 1.059 2.604
H -5.163 -2.123 0.715
H -3.232 1.496 -1.410
H 5.759 -2.177 -0.646
H 1.578 0.978 1.200
C -3.549 -0.983 -0.168
C -4.376 -0.725 -1.431
S 1.467 3.123 0.129
H -3.241 -3.056 -0.711
H 1.714 1.876 -2.282
C -2.623 1.376 -0.529
C 1.342 -0.926 -0.700
C -4.516 -1.291 0.983
H -1.892 -0.762 1.967
C 2.959 -1.551 1.024
C 1.898 1.354 0.234
H 0.435 3.320 2.253
C -2.677 0.202 0.214
H -1.740 3.306 -0.779
H 4.923 -1.514 1.930
H -3.734 -0.530 -2.287
H 4.461 -3.050 1.195
O 2.191 -1.432 1.956
H -5.138 -0.424 1.194
H -4.976 -1.604 -1.655
O 2.567 3.898 0.637
N 2.643 -1.351 -0.270
H 1.084 -1.429 -1.634
C -2.641 -2.194 -0.428
C 4.977 -1.518 -0.274
H 3.752 -0.690 -1.911
O 1.866 0.926 -2.142
C -1.036 1.157 1.715
C -1.782 2.415 -0.171
O 1.057 3.396 -1.230
H 0.184 0.859 -0.965
C 3.747 -1.508 -1.190
C 4.420 -1.966 1.077
H 2.983 1.319 0.163
H -5.051 0.116 -1.291
C 0.031 3.372 1.246
C -0.965 2.315 0.948
H -0.324 4.376 1.027

---

No. 6
One molecule with the formula C4H10N4. Source: the Open Molecules 2025 dataset; level of theory: the ωB97M-V functional and the def2-TZVPD basis.

Properties
Total charge: 0
Energy in eV: -10267.9672
Kohn-Sham gap in eV: 9.7

Atoms and positions in Å:
N 0.861 -1.401 0.405
H -1.418 1.986 0.069
C 1.460 0.652 -1.726
N -0.606 0.402 1.050
H 1.413 -1.553 -1.731
C 0.203 -0.322 0.164
H -2.289 1.529 1.470
C 0.871 -0.634 -2.119
H -0.732 0.538 3.037
N -0.743 -0.194 2.347
H 2.261 0.676 -1.017
N 0.132 0.149 -1.199
C -1.741 1.121 0.616
H 0.348 -0.724 -3.116
H -1.669 -0.622 2.385
H -2.558 0.613 0.071
H 0.906 -1.524 1.396
H 1.474 1.484 -2.400

---

No. 7
One molecule with the formula C3H4N2OS. Source: the Open Molecules 2025 dataset; level of theory: the ωB97M-V functional and the def2-TZVPD basis.

Properties
Total charge: 0
Energy in eV: -19036.3521
Kohn-Sham gap in eV: 10.1

Atoms and positions in Å:
C 0.552 0.137 -0.011
O 1.358 -1.848 -0.001
H -2.611 -1.848 0.017
C 0.470 1.604 -0.006
H -0.095 1.929 0.907
S -2.215 -0.491 -0.006
N 0.006 -2.047 -0.005
C -0.504 -0.838 -0.010
H 1.467 2.003 0.029
H -0.107 1.942 -0.904
N 1.678 -0.543 -0.010

---

No. 8
An isolated ion of composition C7H13BrNO4 and charge +1. Source: the Open Molecules 2025 dataset; level of theory: the ωB97M-V functional and the def2-TZVPD basis.

Properties
Total charge: +1
Energy in eV: -87184.2291
Kohn-Sham gap in eV: 10.5

Atoms and positions in Å:
H 2.007 -1.709 -1.264
C 2.540 1.638 -0.695
H -4.139 0.301 1.054
O -0.377 1.141 -0.412
C 3.421 1.447 -1.946
C -0.906 -1.819 0.317
N 1.127 -2.118 -1.113
H 3.852 2.213 -2.580
O -2.101 -1.342 0.448
H 1.192 -2.648 -0.191
H 3.182 1.786 0.162
H 4.259 0.862 -1.724
C -3.254 0.155 1.802
C -2.827 -1.294 1.781
O 1.781 0.392 -0.678
H -3.563 -2.071 1.574
H -2.402 0.784 1.509
H 2.850 0.860 -2.575
Br -1.034 -1.369 -2.653
H -2.310 -1.465 2.697
C 0.456 0.290 -0.629
C 0.011 -1.163 -0.987
H 0.911 -2.779 -1.819
O -0.237 -2.640 0.902
H 1.753 2.348 -0.846
H -3.770 0.311 2.792

---

No. 9
One molecule with the formula C2H3OP. Source: the Open Molecules 2025 dataset; level of theory: the ωB97M-V functional and the def2-TZVPD basis.

Properties
Total charge: 0
Energy in eV: -13456.3471
Kohn-Sham gap in eV: 7.8

Atoms and positions in Å:
H 0.963 -0.893 1.255
H -0.865 -0.215 -0.652
C 0.102 0.223 -0.494
O 3.607 -0.552 -0.550
P 3.019 0.456 0.285
H 0.342 1.071 -1.189
C 0.890 -0.210 0.489

---

No. 10
A 2-piece molecular cluster, C9H22NO2 overall. Source: the Open Molecules 2025 dataset; level of theory: the ωB97M-V functional and the def2-TZVPD basis.

Properties
Total charge: +1
Energy in eV: -15267.5665
Kohn-Sham gap in eV: 12.1

Atoms and positions in Å:
H -1.381 -3.421 0.424
C -1.913 0.354 -1.276
C -2.981 1.130 1.599
H -0.550 -2.422 -0.657
H 3.421 1.801 -0.231
H -0.003 1.087 -1.440
N -1.470 -0.240 0.058
H 3.503 -1.251 0.952
C -0.955 1.443 -1.734
C 3.624 -0.622 0.148
C -1.569 0.783 1.165
C 2.395 0.189 -0.207
H -1.077 1.554 0.650
C 4.894 0.172 0.343
H -1.209 2.386 -1.325
H -2.862 1.984 2.256
H -3.690 0.455 2.070
H 4.965 1.036 -0.267
H -2.886 0.606 -1.220
H -0.827 0.512 1.990
H 5.282 0.580 1.405
H 3.962 -1.311 -0.723
H -1.062 1.605 -2.757
H -0.340 -0.420 -0.009
O 1.315 -0.342 -0.416
O 2.456 1.486 -0.169
H 5.736 -0.443 0.052
C -1.529 -2.642 -0.282
C -2.202 -1.463 0.364
H -2.165 -2.873 -1.106
H -2.229 -1.660 1.351
H -1.881 -0.392 -1.935
H -3.208 -1.288 0.120
H -3.565 1.628 0.807

---

No. 11
One molecule with the formula C4H9N3. Source: the Open Molecules 2025 dataset; level of theory: the ωB97M-V functional and the def2-TZVPD basis.

Properties
Total charge: 0
Energy in eV: -8760.2162
Kohn-Sham gap in eV: 7.9

Atoms and positions in Å:
H 1.718 1.397 0.421
H -0.017 2.140 -0.876
N 1.469 -1.578 -1.141
H 0.737 -2.084 -1.615
C 1.696 0.321 0.318
N -2.086 -0.665 0.778
H -1.590 1.340 -0.979
H -1.050 2.028 0.561
C 1.178 -0.285 -0.815
H 2.286 -0.228 1.055
H -2.397 -1.381 1.418
H -2.408 0.250 1.089
C -0.095 0.172 -0.015
C -0.718 1.504 -0.340
H 1.987 -2.148 -0.478
N -0.712 -0.785 0.621

---

No. 12
C12H9AuCl3N6OSSi as an isolated structure. Source: the Open Molecules 2025 dataset; level of theory: the ωB97M-V functional and the def2-TZVPD basis.

Properties
Total charge: +1
<S²>: 2.031
Energy in eV: -83545.5696
Kohn-Sham gap (alpha / beta) in eV: 7.0 / 7.0
2S+1: 3

Atoms and positions in Å:
N -5.037 3.397 -3.692
C 0.224 -0.920 1.892
H 4.839 1.901 0.393
C 2.255 -0.178 0.667
Cl 1.475 -1.070 -4.391
N 1.389 -0.120 1.715
N -0.616 -1.006 0.864
Au -0.086 -0.295 -1.220
Cl -1.119 0.959 -4.475
C 0.000 -1.534 3.108
C -4.648 2.385 -3.316
C -1.734 -1.721 1.016
S 2.182 -1.190 -0.710
C 4.332 1.014 0.026
C 1.829 0.828 2.627
N -4.479 0.028 -3.392
H -2.389 -1.765 0.156
N -2.426 0.927 -0.915
Si 0.506 0.386 -3.353
C 2.965 1.349 2.127
H -2.970 -2.925 2.279
C -4.128 1.150 -2.834
Cl 1.761 1.994 -3.205
O -4.142 -1.091 -3.158
H 0.729 -1.454 3.902
H 1.278 1.058 3.521
H 3.953 1.191 -0.977
C -3.194 1.077 -1.757
N 3.211 0.729 0.919
C -2.052 -2.361 2.200
H 3.612 2.115 2.515
H -1.375 -2.765 4.198
C -1.167 -2.266 3.261
H 5.021 0.173 0.011

---

Which formula does entry 6 have? C4H10N4

---

energy of number 5 (C18H27NO4S)? -39620.4762 eV

---

Number 2 is which compound? C4H7N2OS

---

energy of number 4 (C6H9NO4S)? -26879.8859 eV